[1]
64
Properties=species:S:1:pos:R:3:forces:R:3:lowdin_charge:R:1 method="wB97M-V/def2-TZVPD" relative_energy_kj_mol=44.96 spin_multiplicity=1
Sr -0.4679 0.6701 -0.2014 0.0 -0.4 0.2 1.455
N 3.9994 -0.0196 -2.0883 0.0 0.0 0.0 0.035
C 2.8499 0.6543 -2.0254 0.0 0.1 0.0 -0.139
N 2.1264 0.1982 -1.0221 0.0 0.0 -0.2 0.071
C 2.9086 -0.7968 -0.5056 0.0 0.0 0.0 -0.316
N 4.0547 -0.9598 -1.1258 0.0 0.0 0.0 0.133
C 2.4984 -1.6176 0.6413 0.0 0.0 0.0 -0.214
C 3.4341 -2.2881 1.4207 0.0 0.0 0.0 -0.068
N 3.0716 -3.0165 2.4683 0.0 0.0 0.0 0.093
C 1.7698 -3.0616 2.7281 0.0 0.0 0.0 -0.102
C 0.8334 -2.3935 1.9505 0.0 0.0 0.0 -0.097
N 1.1946 -1.6664 0.9004 0.0 0.0 -0.1 0.116
H 4.7558 0.0820 -2.7430 0.0 0.0 0.0 0.160
H 2.5722 1.4420 -2.7043 0.0 0.0 0.0 0.118
H 4.4893 -2.2249 1.1866 0.0 0.0 0.0 0.114
H 1.4552 -3.6463 3.5841 0.0 0.0 0.0 0.108
H -0.2242 -2.4360 2.1734 0.0 0.0 0.0 0.098
N -2.9891 0.0094 10.2661 0.0 0.0 0.0 0.155
C -2.6939 0.0187 9.1556 0.0 0.0 0.0 -0.184
C -2.3238 0.0300 7.7652 0.0 0.0 0.0 -0.231
C -2.1503 -1.1728 7.0850 0.0 0.0 0.0 -0.013
C -1.7990 -1.1561 5.7466 0.0 0.0 0.0 -0.014
C -1.6017 0.0507 5.0804 0.0 0.0 0.0 -0.188
C -1.7713 1.2472 5.7728 0.0 0.0 0.0 -0.007
C -2.1388 1.2430 7.1065 0.0 0.0 0.0 -0.013
C -1.1967 0.0690 3.6450 0.0 0.0 0.0 -0.050
C -2.0857 -0.5253 2.7441 0.1 0.0 0.0 -0.280
C -3.3940 -1.0129 3.0428 0.0 0.0 0.0 -0.031
C -3.8859 -1.5693 1.8883 0.0 0.0 0.0 -0.071
C -2.8575 -1.4172 0.9251 -0.1 0.0 0.0 -0.171
N -1.7934 -0.7966 1.4100 -0.2 0.2 0.0 -0.085
C 0.0503 0.6557 3.3808 0.1 -0.1 -0.1 -0.283
C 1.0478 0.9572 4.3542 -0.1 0.1 0.0 -0.034
C 2.1236 1.4793 3.6758 0.1 -0.1 0.0 -0.077
C 1.7535 1.4629 2.3107 0.0 0.1 0.0 -0.190
N 0.5367 0.9716 2.1198 -0.1 0.2 0.0 -0.069
H -2.2912 -2.1096 7.6063 0.0 0.0 0.0 0.121
H -1.6673 -2.0859 5.2090 0.0 0.0 0.0 0.125
H -1.6151 2.1841 5.2548 0.0 0.0 0.0 0.129
H -2.2798 2.1716 7.6422 0.0 0.0 0.0 0.121
H -3.8971 -0.9315 3.9929 0.0 0.0 0.0 0.108
H -4.8483 -2.0283 1.7317 0.0 0.0 0.0 0.092
H -2.8827 -1.7538 -0.1046 0.0 0.0 0.0 0.110
H 0.9686 0.7887 5.4162 0.0 0.0 0.0 0.109
H 3.0608 1.8197 4.0855 0.0 0.0 0.0 0.090
H 2.3492 1.8073 1.4735 0.0 0.0 0.0 0.096
C -3.5694 1.6385 -3.7026 0.0 0.0 0.0 -0.055
C -2.2551 2.3348 -3.3672 0.0 0.0 0.0 -0.588
O -1.9633 3.4076 -4.2702 0.0 0.0 0.0 -0.055
P -0.8432 1.1998 -3.5629 0.1 0.0 0.0 0.427
O 0.4269 2.0736 -3.2023 0.2 0.0 -0.3 -0.167
O -0.6886 0.9094 -5.1128 -0.1 0.0 0.0 -0.076
O -0.9717 -0.0362 -2.7600 0.1 0.2 0.2 -0.333
P -2.2178 2.8893 -1.6054 -0.1 -0.1 -0.1 0.283
O -3.1079 4.2169 -1.7703 0.1 0.0 0.1 -0.112
O -0.7776 3.2038 -1.2540 0.2 0.0 0.0 -0.381
O -2.8342 1.8549 -0.7280 0.1 -0.1 0.1 -0.358
H -3.5538 1.2795 -4.7322 0.0 0.0 0.0 0.088
H -4.3923 2.3460 -3.5903 0.0 0.0 0.0 0.091
H -3.7397 0.8023 -3.0272 0.0 0.0 0.0 0.084
H -2.4915 4.1748 -4.0164 0.0 0.0 0.0 0.094
H 0.1843 2.7321 -2.4890 -0.2 0.1 0.1 0.038
H -0.6685 1.7331 -5.6221 0.0 0.0 0.0 0.097
H -3.5083 4.5085 -0.9423 0.0 0.0 0.0 0.095

---

[2]
45
Properties=species:S:1:pos:R:3:forces:R:3:lowdin_charge:R:1 method="wB97M-V/def2-TZVPD" relative_energy_kj_mol=15.44 spin_multiplicity=2 s2=0.754
Cu -1.9171 -0.9475 -0.9939 0.0 0.0 0.3 0.481
O -3.3240 -2.3507 2.4306 0.1 0.0 0.0 0.061
C -2.5989 -2.1348 1.4851 -0.1 0.0 -0.1 -0.694
O -3.0094 -1.7979 0.2946 0.1 0.1 -0.1 -0.134
C -1.0712 -2.2587 1.6176 0.0 0.0 0.1 -0.213
P -0.3202 -0.8486 0.7497 0.0 -0.1 -0.2 1.064
C 1.3791 -1.3234 0.3505 0.0 0.0 0.0 -0.349
C 1.5800 -1.9921 -0.8562 -0.1 0.0 0.0 -0.094
C 2.8396 -2.4629 -1.1923 0.1 0.0 0.0 -0.066
C 3.9072 -2.2524 -0.3326 0.0 0.0 0.0 -0.075
C 3.7142 -1.5853 0.8706 0.0 0.0 0.0 -0.077
C 2.4538 -1.1266 1.2167 0.0 0.0 0.0 -0.087
C -0.2307 0.5315 1.9085 0.0 0.0 0.0 -0.362
C -1.1047 0.6069 2.9887 0.0 0.0 0.0 -0.059
C -1.1093 1.7365 3.7961 0.0 0.0 0.0 -0.066
C -0.2466 2.7889 3.5331 0.0 0.0 0.0 -0.087
C 0.6275 2.7173 2.4545 0.0 0.0 0.0 -0.101
C 0.6292 1.5975 1.6407 0.0 0.0 0.0 -0.126
H -0.7590 -3.1365 1.0442 0.0 0.0 0.0 0.108
H -0.7553 -2.3781 2.6535 0.0 0.0 0.0 0.103
H 0.7482 -2.1741 -1.5290 0.1 0.0 0.0 0.050
H 2.9798 -2.9983 -2.1215 0.0 0.0 0.0 0.107
H 4.8926 -2.6141 -0.5955 0.0 0.0 0.0 0.105
H 4.5462 -1.4307 1.5448 0.0 0.0 0.0 0.105
H 2.3051 -0.6201 2.1619 0.0 0.0 0.0 0.106
H -1.7913 -0.2032 3.2047 0.0 0.0 0.0 0.106
H -1.7904 1.7879 4.6349 0.0 0.0 0.0 0.110
H -0.2507 3.6648 4.1686 0.0 0.0 0.0 0.105
H 1.3079 3.5335 2.2487 0.0 0.0 0.0 0.107
H 1.3089 1.5485 0.7971 0.0 0.0 0.0 0.112
Se -1.9725 3.8178 -0.0607 0.2 -0.2 -0.2 1.180
N -1.1494 4.2136 -1.5817 -0.1 0.1 0.0 -0.220
C -0.9947 3.0769 -2.2327 0.1 0.1 0.0 -0.388
C -0.4128 2.9263 -3.5302 0.0 -0.1 0.0 0.019
C -0.3616 1.6780 -4.0529 0.0 0.0 0.1 -0.018
C -0.8597 0.5578 -3.3093 0.1 0.1 0.0 -0.070
N -1.3813 0.6521 -2.1199 0.0 0.0 -0.1 0.034
C -1.4795 1.9062 -1.5619 0.0 -0.2 0.1 -0.450
N -2.0289 2.0790 -0.3819 -0.1 0.1 0.0 -0.199
H -0.0434 3.7959 -4.0554 0.0 0.0 0.0 0.124
H 0.0569 1.4883 -5.0304 0.0 0.0 0.0 0.113
H -0.8151 -0.4431 -3.7228 0.0 0.0 0.0 0.107
S -0.3270 -4.3628 -3.1938 0.0 0.0 0.0 0.529
C -1.2519 -3.1008 -2.7970 -0.1 0.0 -0.2 -0.978
N -1.9198 -2.1626 -2.5438 0.1 -0.1 0.0 -0.025

---

[3]
8
Properties=species:S:1:pos:R:3:forces:R:3:lowdin_charge:R:1 method="wB97M-V/def2-TZVPD" relative_energy_kj_mol=10.92 spin_multiplicity=1 charge=-1
O -1.3344 0.8043 -1.1724 1.7 0.5 -1.1 -0.167
C -0.1351 0.8214 -1.5944 -0.5 -1.5 1.5 -0.638
O 0.8462 0.1755 -1.0944 -0.7 0.8 -0.5 -0.194
H 0.1470 1.4020 -2.5125 -0.4 0.2 0.1 0.077
N -0.0442 -0.6497 1.6892 -0.7 0.6 0.3 0.022
H 0.7430 -0.7080 2.2856 0.9 -0.2 0.6 -0.039
H 0.2415 -0.2927 0.7856 0.0 -0.1 -0.6 -0.041
H -0.4640 -1.5528 1.6133 -0.1 -0.4 -0.3 -0.021